1.
Below is 2 unconnected molecules or ions with the total composition C35H38BF3O4S at a distorted geometry, with properties calculated with ωB97M-V/def2-TZVPD.

Its highest occupied orbital energy is -6.40 eV. The value obtained for the energy above the lowest of the compared OMol25 structures with the same formula, charge and spin is 211.8 kJ/mol. For the frontier orbital gap, the calculation gives 4.1 eV. For the total energy, the calculation gives -64763.9214 eV. The calculation puts the largest force on an atom at 3.7 eV Å⁻¹.

Geometry as ORCA input:
```
! RIJCOSX wB97M-V def2-TZVPD def2/J DEFGRID3
* xyz 0 1
C -5.6776 3.8191 -2.5405
O -5.5702 2.3808 -2.4310
C -4.3435 1.8315 -2.2438
C -4.2750 0.4163 -2.1088
C -3.0738 -0.1819 -1.8313
C -1.8921 0.5773 -1.6142
C -0.6530 -0.0667 -1.3047
C 0.5734 0.5717 -1.5865
C 1.4600 0.0837 -2.5347
C 2.6981 0.7375 -2.8966
C 3.8167 -0.0132 -3.3584
C 5.0303 0.5923 -3.5878
C 5.1740 1.9947 -3.4040
O 6.4215 2.5128 -3.5571
C 6.6523 3.9202 -3.3065
C 4.0470 2.7687 -3.0328
C 2.8383 2.1395 -2.7777
C -1.9956 1.9885 -1.6885
C -3.1699 2.6066 -2.0691
H -6.7185 3.9886 -2.8187
H -5.4647 4.2998 -1.5739
H -5.0021 4.2193 -3.3126
H -5.2019 -0.1554 -2.1896
H -2.9989 -1.2663 -1.7411
H -0.6803 -1.1502 -1.2573
H 0.8047 1.4944 -1.0407
H 1.1996 -0.8308 -3.0820
H 3.7024 -1.0908 -3.5008
H 5.9042 0.0235 -3.9020
H 7.7303 4.0224 -3.4317
H 6.1252 4.5495 -4.0368
H 6.3633 4.2145 -2.2875
H 4.1534 3.8517 -2.9393
H 1.9646 2.7280 -2.4957
H -1.1320 2.6105 -1.4474
H -3.2050 3.6963 -2.1717
C -1.3040 -4.4206 5.5096
C -0.9222 -3.2802 4.6497
C -0.3500 -2.0821 5.0198
C -0.1432 -1.1775 3.9216
C -0.5439 -1.7215 2.7207
B -0.1868 -1.1477 1.2221
C -1.6122 -0.3241 1.3759
C -1.5528 1.0277 1.7061
C -2.7107 1.8102 1.7622
C -3.9418 1.2142 1.5079
C -5.1794 2.0651 1.4333
F -6.0879 1.5317 0.5594
F -5.8142 2.2025 2.6328
F -4.8848 3.3276 0.9767
C -4.0336 -0.1575 1.2954
C -2.8622 -0.9144 1.1978
O 0.9969 -0.3650 1.2816
C 2.0676 -1.3213 1.1808
C 3.1607 -0.7270 0.3090
C 2.6983 -1.5287 2.5442
C 1.3786 -2.6365 0.5632
C 1.8327 -3.0221 -0.8376
C 1.5051 -3.8613 1.4386
O -0.0174 -2.3138 0.4364
S -1.2610 -3.2840 2.9365
H -0.9534 -4.2291 6.5270
H -2.3965 -4.5150 5.5238
H -0.8832 -5.3710 5.1569
H -0.0978 -1.8604 6.0547
H 0.3010 -0.1939 4.0348
H -0.5821 1.4755 1.9233
H -2.6404 2.8736 1.9873
H -5.0135 -0.6170 1.1812
H -2.9373 -1.9874 1.0207
H 3.9537 -1.4615 0.1160
H 2.7412 -0.3846 -0.6370
H 3.6179 0.1342 0.8121
H 3.4962 -2.2831 2.4943
H 3.1519 -0.5800 2.8586
H 1.9901 -1.8182 3.3203
H 2.9028 -3.2598 -0.8360
H 1.2856 -3.9206 -1.1494
H 1.6123 -2.2273 -1.5586
H 2.5395 -4.2267 1.4007
H 1.2294 -3.6824 2.4821
H 0.8456 -4.6430 1.0460
*
```

These are the Löwdin partial charges, in e, on atoms 1 to 2: number 1, C, carries -0.04; number 2, O, carries -0.06

2.
Below is a molecular structure, C35H38Cl2N8O4RuSe, with properties calculated with ωB97M-V/def2-TZVPD.

Its highest occupied orbital energy (spin up / spin down) is -9.68 / -9.85 eV. As for the expectation value of S²: 0.756. The value obtained for the energy above the lowest of the compared OMol25 structures with the same formula, charge and spin is 0.0 kJ/mol. For the frontier orbital gap (spin up / spin down), the calculation gives 7.0 / 6.4 eV. For the total energy, the calculation gives -149994.5255 eV. The calculation puts the largest force on an atom at 1.0 eV Å⁻¹.

Geometry as ORCA input:
```
! RIJCOSX wB97M-V def2-TZVPD def2/J DEFGRID3
* xyz 1 2
Ru 0.5004 0.6335 0.2540
Cl -4.0095 2.3683 5.0481
C -3.2956 2.0472 3.5088
C -2.1039 1.3314 3.4663
C -1.4987 1.1074 2.2443
N -0.3154 0.3785 2.0238
C -0.0261 -0.7761 2.6856
O -0.2044 -1.0392 3.8555
C 0.4785 -1.8127 1.7048
C 0.7949 -3.0987 2.0909
C 1.1058 -4.0275 1.1089
C 1.0788 -3.6355 -0.2209
C 0.7628 -2.3237 -0.5300
N 0.4750 -1.4299 0.4158
C -2.0915 1.5617 1.0509
C -3.2917 2.2544 1.0979
C -3.8811 2.5036 2.3332
Cl -5.3480 3.4170 2.3685
N -1.3572 1.2225 -0.0945
C -1.7658 1.4216 -1.3590
O -2.8421 1.8511 -1.7465
C -0.6821 1.0716 -2.3524
C -0.9220 1.1614 -3.7116
C 0.1105 0.8807 -4.5902
C 1.3509 0.5233 -4.0794
C 1.5125 0.4428 -2.7085
N 0.5159 0.7102 -1.8612
H -1.6560 0.9623 4.3769
H 0.7657 -3.3441 3.1435
H 1.3503 -5.0468 1.3752
H 1.2928 -4.3342 -1.0169
H 0.7336 -1.9696 -1.5517
H -3.7691 2.5909 0.1914
H -1.9104 1.4551 -4.0368
H -0.0457 0.9420 -5.6590
H 2.1854 0.3043 -4.7303
H 2.4556 0.1695 -2.2540
C 4.9473 -0.4704 -0.8648
O 4.8387 -0.3317 0.5594
C 3.6581 0.0542 1.0302
O 2.6817 0.2206 0.2978
N 3.7141 0.2445 2.3570
N 2.5847 0.6561 3.0491
H 5.9915 -0.6947 -1.0521
H 4.6651 0.4585 -1.3572
H 4.3182 -1.2892 -1.2117
H 4.6187 0.1755 2.7999
H 2.6350 1.6397 3.2850
H 2.4413 0.0881 3.8734
C 2.2493 6.1796 2.7277
C 1.4966 5.3126 3.7336
C -0.0258 5.3561 3.6041
C -0.6143 4.5398 2.4599
N -0.3293 5.0856 1.1351
C 0.5003 4.5650 0.2167
Se 1.5648 3.0235 0.4054
N 0.6121 5.4398 -0.8045
C 1.4999 5.2906 -1.9613
C 0.9916 4.3908 -3.0827
C -0.1467 4.9245 -3.9554
C -1.5395 4.9125 -3.3321
C -0.1746 6.5537 -0.5342
C -0.4002 7.7259 -1.2473
C -1.2825 8.6308 -0.6916
C -1.9264 8.3766 0.5284
C -1.6946 7.2166 1.2397
C -0.7939 6.3139 0.6848
H 3.3098 6.2283 2.9754
H 1.8629 7.2013 2.7339
H 2.1766 5.7964 1.7092
H 1.7551 5.6480 4.7402
H 1.8333 4.2729 3.6600
H -0.3523 6.3977 3.5371
H -0.4809 4.9532 4.5124
H -1.6962 4.4669 2.5565
H -0.2099 3.5314 2.4675
H 2.4373 4.8934 -1.5753
H 1.6968 6.2968 -2.3325
H 0.7254 3.4202 -2.6551
H 1.8608 4.2154 -3.7235
H -0.1720 4.3106 -4.8594
H 0.1078 5.9336 -4.2974
H -1.7579 3.9571 -2.8561
H -2.2999 5.0716 -4.0973
H -1.6760 5.6915 -2.5870
H 0.0751 7.9188 -2.1990
H -1.4905 9.5543 -1.2140
H -2.6202 9.1074 0.9202
H -2.1948 7.0203 2.1777
*
```

These are the Löwdin partial charges, in e, on atoms 1 to 2: number 1, Ru, carries 1.15; number 2, Cl, carries 0.69

> The lowest largest force on an atom belongs to which entry?

C35H38Cl2N8O4RuSe

> What is the formula in the second record?

C35H38Cl2N8O4RuSe